Record 1
Below is an isolated molecule of C19H27N3O6S, with properties calculated with the ωB97M-V functional and the def2-TZVPD basis.

As for the SMILES: CC(=O)Nc1ccc(S(=O)(=O)N(C)CC(=O)OCC(=O)N2CCCCCC2)cc1. The calculation puts the HOMO energy at -8.583 eV. Its LUMO energy is 0.435 eV. The charge is 0. Its multiplicity is 1. The energy above the lowest of the compared OMol25 structures with the same formula, charge and spin is 23.23 kcal per mole.

Geometry as XYZ:
```
56
Properties=species:S:1:pos:R:3:forces:R:3
H 4.776219 -1.781016 0.986552 0.08 -0.01 -0.05
H -1.824928 -2.433411 -3.689744 -0.02 0.02 -0.02
H -1.581246 -1.682366 -2.089570 -0.02 -0.06 -0.10
C -2.883652 0.459762 -0.288473 -0.04 0.09 0.03
C -0.002657 0.373770 -3.197182 -0.04 0.47 -0.18
S -3.394789 0.671917 -2.982731 -0.23 -0.09 -0.22
H 3.459975 0.061951 1.402388 -0.03 0.04 -0.13
H -2.463784 0.290834 1.804752 0.00 -0.01 -0.01
H -1.400491 1.087313 -4.661866 0.32 -0.11 -0.05
H -3.229997 -1.975833 -2.702454 0.06 -0.24 -0.01
H -0.742554 -0.554269 -4.985528 -0.08 0.08 0.07
C 2.958318 -2.933334 1.109958 0.25 0.10 0.11
O 0.197044 1.408228 -2.615547 0.10 -0.09 -0.16
H 3.577417 -3.827277 1.209380 -0.05 -0.03 -0.07
C -1.593354 2.908298 -0.164713 -0.05 -0.12 0.02
O -0.233024 -0.771836 -0.607301 -0.07 -0.19 0.05
C -2.215079 -1.702573 -2.980290 -0.15 -0.44 0.40
C -2.747715 1.243086 -1.416490 -0.34 -0.22 -0.67
C -0.998945 2.015614 3.376914 0.26 0.39 0.23
C -1.707196 2.120432 0.981851 -0.22 -0.25 -0.27
H 2.337592 -1.533301 -2.101471 -0.01 0.09 0.03
H 3.556058 0.143089 -0.352691 0.01 0.05 0.10
H -2.035595 3.057329 -2.263090 0.07 0.11 -0.05
H -3.405124 -0.480342 -0.357605 -0.06 -0.15 0.08
N 1.730779 -0.473331 0.456795 -0.02 0.21 0.27
O -1.293677 0.867053 3.613810 -0.11 -0.29 0.05
O -4.598342 -0.068368 -2.737639 0.25 -0.16 0.30
H 1.590194 0.208574 2.408870 0.01 0.02 -0.04
H 4.036885 -2.148275 -0.564562 0.10 0.02 -0.03
H -0.252187 2.402541 5.339029 0.00 -0.02 -0.02
O -3.447238 1.778739 -3.894936 0.37 0.12 0.18
C 0.976193 -0.644325 -0.640614 0.18 0.07 -0.44
C 3.173852 -0.450531 0.481032 0.41 -0.19 -0.20
H -1.090636 3.863664 -0.112822 0.06 0.11 -0.01
H -1.045767 3.792165 4.581903 -0.02 0.10 0.01
O 0.751414 -0.719701 -3.034252 0.20 -0.49 -0.06
H 0.351749 -2.505101 1.782383 -0.07 -0.04 0.00
C -2.111514 2.467807 -1.364665 0.00 0.17 0.07
C 3.821168 -1.847772 0.462418 -0.16 -0.01 0.02
H 2.131753 -3.186268 0.442596 -0.02 -0.09 -0.03
H 3.085324 -1.910506 3.014198 0.09 0.02 0.13
C 1.017333 -1.876937 2.376783 0.19 0.27 0.08
C -2.365545 0.894441 0.917896 -0.07 -0.04 0.12
H 2.300982 0.265907 -2.101358 0.00 -0.19 0.04
C 1.065310 -0.486476 1.748274 -0.51 -0.20 0.20
N -1.161758 2.626967 2.167010 0.08 0.37 -0.23
H 2.261789 -3.463473 3.070557 0.07 0.04 0.06
H 0.576590 3.313512 4.063439 0.08 0.07 -0.02
C 1.708904 -0.649440 -1.992493 -0.10 0.28 0.13
N -2.302404 -0.416118 -3.629101 -0.63 0.69 0.26
H -0.824817 3.577309 2.091599 -0.05 -0.18 0.13
C 2.383945 -2.553864 2.479365 -0.27 -0.18 -0.17
H 0.045219 -0.130596 1.599488 0.17 0.05 0.08
H 0.577554 -1.771906 3.369296 -0.09 -0.02 0.02
C -1.108359 0.134292 -4.216780 0.19 0.30 -0.15
C -0.387187 2.943950 4.407431 -0.06 -0.22 0.12
```
Positions in Å, forces in eV/Å.

Record 2
Below is a 2-piece molecular cluster, C19H27N9O9P overall in a non-equilibrium geometry, with properties calculated with the ωB97M-V functional and the def2-TZVPD basis.

The calculation puts the HOMO energy at -8.514 eV. Its LUMO energy is -3.584 eV. The charge is +1. Its multiplicity is 1.

Geometry as XYZ:
```
65
Properties=species:S:1:pos:R:3:forces:R:3
C 0.393102 -1.756172 2.825628 1.27 0.51 0.60
O -3.660319 0.615267 5.873080 0.31 -0.11 -0.55
P -2.246258 0.918811 5.565976 -3.05 -0.94 0.20
H -3.160881 0.826817 -7.748678 0.11 0.07 0.40
H -2.613316 2.122524 2.323673 0.20 0.05 0.32
H -2.744309 -2.911387 -3.916088 0.09 0.18 0.06
C -2.867798 0.974240 -6.711020 -0.16 0.01 0.20
O 3.911164 -1.389387 5.284563 -0.18 -0.26 0.48
H -2.333595 2.144068 7.141234 -0.18 0.21 0.61
N -1.287179 -0.324809 -2.374251 2.09 1.15 0.03
C -2.685875 1.384042 3.128068 -0.01 -0.18 -0.79
C -0.990749 -2.070110 3.393494 -0.32 -2.09 0.42
H 1.454636 0.834242 0.851907 -0.10 -0.49 0.04
N 3.738923 0.616606 1.842827 -0.94 -0.43 0.38
H -1.487075 0.186273 -1.524087 0.12 0.12 0.01
O -0.558828 0.496450 2.340587 -0.62 -0.42 0.45
O 0.762406 1.033363 -1.109467 -0.62 0.01 -0.33
H 2.490030 -0.065565 -4.509443 0.07 -0.03 -0.03
H 6.461282 1.671675 2.842355 -0.01 0.07 -0.40
N -1.599307 1.035941 -6.250977 -1.46 0.05 0.36
H -2.396558 -0.298629 1.831205 -0.19 -0.13 0.04
O -2.211243 1.984459 4.340045 1.19 -0.93 0.56
H -3.349202 1.433079 -3.511319 -0.22 -0.10 -0.49
H 0.750453 -2.630714 2.274069 -0.38 -0.11 -0.20
C 3.784367 -0.737690 4.258214 -1.83 -1.95 1.26
C 0.225021 -0.588409 1.824360 1.20 1.22 0.18
O -1.459844 -0.425248 5.109165 0.46 1.68 0.12
H -0.755337 0.977586 -6.810937 -0.29 -0.01 0.01
N 4.853119 -0.009595 3.834445 0.18 0.92 -1.95
C -1.899370 0.128247 2.709896 0.55 0.46 0.42
O -1.625615 1.545617 6.880447 1.47 -0.12 -1.41
C 2.605058 -0.047795 2.277176 0.04 -0.50 1.13
H 2.959376 0.345346 -1.676111 -0.17 0.04 0.02
N -3.715519 1.127008 -5.670818 1.24 -0.08 -0.43
H -2.924411 -1.324057 3.951127 0.20 -0.02 0.03
N 5.858389 1.256081 2.142310 1.30 0.43 0.19
H 0.418062 1.663363 -4.532804 0.06 0.12 -0.03
C 1.036839 0.432368 -2.139782 -0.31 0.71 0.75
C -1.646075 1.237441 -4.881538 0.02 0.01 1.11
H 5.620151 1.820547 1.334169 0.27 -0.05 0.36
C -0.099910 0.107158 -3.128149 -0.65 -0.49 0.12
C 2.556128 -0.744480 3.470452 0.71 0.78 -1.14
O -1.392756 -3.229566 3.408974 0.52 1.87 -0.07
C -0.456222 1.366792 -3.950183 0.17 0.20 -0.56
C -2.180394 -1.260016 -2.692035 -1.57 -1.10 -0.54
H -1.000106 -2.773009 -3.638370 0.12 -0.03 -0.22
C 4.782581 0.595286 2.616097 -0.86 0.34 -0.60
H -0.662865 2.186523 -3.257118 0.03 -0.10 0.00
H 5.745830 -0.207469 4.259258 -0.08 0.03 0.24
H -1.817446 -1.659776 -4.771606 0.16 -0.02 -0.25
H -0.265943 -0.984327 0.929472 -0.12 0.01 -0.11
H 1.457426 -2.012993 4.714952 0.03 0.40 -0.84
H 3.924695 -0.521626 -3.579149 -0.25 0.06 0.04
C -1.911396 -2.212042 -3.841161 0.07 0.05 0.42
H -4.732618 1.118657 -5.716269 0.37 -0.03 -0.14
O -3.231133 -1.324836 -2.078290 -0.07 -0.03 0.19
H 2.528442 -1.608152 -3.609736 0.08 0.01 -0.13
H -3.747285 1.127997 3.233798 0.17 -0.09 0.14
N 1.392912 -1.430159 3.871393 -0.59 0.30 0.31
H 0.233449 -0.686123 -3.794315 -0.21 -0.15 -0.04
N 1.510772 -0.000410 1.432566 -0.58 -0.55 0.11
N 2.303342 0.112471 -2.411423 0.67 -0.36 -0.70
C -1.907648 -0.929150 3.837106 0.02 -0.04 -0.48
C 2.833008 -0.559476 -3.599359 -0.26 -0.07 0.29
C -2.966581 1.296835 -4.519607 0.69 -0.07 -0.15
```
Positions in Å, forces in eV/Å.

Record 3
Below is C19H28AsN2O2RhSe3Te as an isolated structure in a non-equilibrium geometry, with properties calculated with the ωB97M-V functional and the def2-TZVPD basis.

The calculation puts the HOMO energy (spin up / spin down) at -6.733 / -6.729 eV. Its LUMO energy (spin up / spin down) is -1.458 / -1.534 eV. The charge is 0. Its multiplicity is 1.

Geometry as XYZ:
```
57
Properties=species:S:1:pos:R:3:forces:R:3
H 2.442106 -7.622446 0.048568 0.04 0.00 0.01
C 1.062636 -2.462378 2.091796 -0.17 -0.22 -0.01
H 0.167988 5.016594 1.652772 0.04 -0.03 -0.02
C 1.924808 -2.343353 -0.028099 -0.11 -0.18 -0.06
C 0.097635 3.976028 1.326723 -0.18 -0.10 -0.01
H 1.713095 5.403985 -0.357250 0.01 -0.04 0.02
Se 1.152200 0.625583 3.450917 -1.41 -0.48 -1.44
C -2.649515 1.095195 1.054536 -0.03 0.10 0.20
H 3.447707 3.202570 1.190380 0.00 0.04 0.03
O 1.179389 2.174312 0.188317 0.22 0.62 0.46
H 0.642735 -1.922341 2.928735 0.06 0.02 0.03
C 2.547110 3.648665 1.612294 0.10 -0.12 -0.04
Te 3.383376 0.856262 4.369771 1.43 0.61 0.43
H -0.107736 0.707539 -1.939303 -0.01 -0.05 -0.06
H 0.856392 4.196531 -1.333076 0.02 0.02 0.01
C 1.795893 -4.472348 1.042247 0.02 -0.42 0.01
H 0.983516 -4.406609 3.015832 0.00 0.02 0.00
H -3.496798 -1.530772 -4.457470 0.00 0.01 0.01
N 2.377990 -6.619864 0.013771 -0.02 -0.03 0.00
C 1.252681 -3.832723 2.140858 -0.09 0.18 -0.02
C -4.446806 1.408303 -3.080208 0.04 -0.03 0.01
H -1.862810 -2.063939 0.884085 -0.01 -0.01 -0.01
C -4.522364 0.253573 -3.846833 0.03 0.02 0.03
N 1.374780 -1.729825 1.020083 0.60 0.23 0.68
H -2.750252 -1.423632 -0.522425 -0.01 -0.02 0.00
H -1.489346 -1.061490 -3.111764 -0.01 0.00 0.00
Rh 1.379716 0.445092 0.988869 -0.89 -0.86 -0.30
H -2.951994 0.560171 1.953484 -0.01 0.01 0.01
H -1.097338 -2.046935 -0.712896 0.01 -0.01 0.02
C 1.382076 3.504837 0.644784 0.05 0.15 -0.08
H -2.429785 2.129446 1.314770 0.00 -0.01 -0.01
H 2.651584 -6.144500 -0.823640 -0.02 0.00 -0.01
H -5.268928 2.112941 -3.077424 0.01 -0.01 0.00
H 2.740883 4.703249 1.826155 -0.05 -0.02 -0.04
H -0.106017 3.352514 2.202121 0.03 0.02 -0.03
C -1.773536 -1.508872 -0.049430 0.01 -0.10 0.10
O 1.633766 -6.569542 2.141071 -0.03 -0.06 -0.02
C -3.313422 1.668288 -2.320549 -0.03 -0.01 0.01
H -0.883959 2.121528 -1.284288 0.01 0.01 -0.02
H 2.606012 -4.128119 -0.943181 -0.03 0.00 0.00
C 2.147732 -3.709434 -0.057805 -0.02 0.22 -0.18
H 2.326946 3.146344 2.552261 0.02 -0.04 0.04
H -3.446605 1.053667 0.313616 -0.03 -0.01 0.02
C 1.932741 -5.983552 1.122890 0.04 0.27 0.06
H -5.403034 0.050232 -4.442242 0.01 0.00 0.01
As -1.071016 0.259569 0.325780 0.29 0.19 0.03
H -0.747694 3.890288 0.636124 0.03 0.03 0.00
C -2.238340 0.780714 -2.308287 0.05 0.04 -0.01
C -3.453181 -0.633083 -3.853420 0.00 0.02 0.02
C -1.027250 1.058452 -1.471147 -0.08 0.03 -0.04
H 2.187469 -1.718587 -0.869278 0.09 0.02 -0.01
H 2.597031 4.031474 -1.055764 -0.02 0.01 0.01
C 1.654575 4.340709 -0.599951 -0.05 0.00 -0.21
C -2.324485 -0.369775 -3.091267 0.00 0.01 -0.03
Se 3.791220 0.367757 0.656013 0.08 0.74 0.24
H -3.253480 2.580450 -1.736801 -0.01 -0.01 -0.01
Se 4.681928 -0.418766 2.664163 -0.01 -0.75 0.16
```
Positions in Å, forces in eV/Å.

Record 4
Below is C19H28BCeF4O2 as an isolated structure in a non-equilibrium geometry, with properties calculated with the ωB97M-V functional and the def2-TZVPD basis.

The calculation puts the HOMO energy (spin up / spin down) at -11.833 / -11.833 eV. Its LUMO energy (spin up / spin down) is -5.086 / -5.085 eV. The charge is +1. Its multiplicity is 1. The energy above the lowest of the compared OMol25 structures with the same formula, charge and spin is 0.00 kcal per mole.

Geometry as XYZ:
```
55
Properties=species:S:1:pos:R:3:forces:R:3
H -2.539845 2.324435 -0.302049 0.33 -0.05 -0.02
O -0.238399 -1.285127 -1.901653 -0.15 -0.26 -0.21
H -1.391968 -2.564832 -4.196502 0.00 -0.14 0.07
C -0.414406 2.667351 0.360433 0.02 0.27 -1.02
H -1.416684 1.361119 -2.579847 0.18 0.03 0.30
H 1.911172 -5.682833 -8.568029 -0.23 0.04 -0.13
H 3.379712 -3.989200 -7.466785 -0.06 0.16 -0.10
H 2.067494 -2.471412 -0.595849 -0.25 0.28 0.10
C 2.373966 -0.550762 0.520685 -0.29 -0.35 0.30
F 0.234683 2.143008 3.206327 -0.68 -0.51 0.24
H 3.509653 -3.482262 -9.170231 -0.11 0.01 0.21
C 0.703349 -2.533174 -3.713969 0.23 -0.30 0.54
H 0.446086 -5.140252 -9.503414 0.22 -0.11 0.14
C 0.987517 -1.120107 2.282157 0.49 -0.11 -0.23
C 1.864218 -0.107954 1.786989 0.05 -0.71 -0.06
H 3.196228 -2.265378 -7.917703 0.03 -0.18 0.02
C 1.798421 -1.823815 0.236094 0.16 0.37 0.55
H 0.948542 -2.462715 -4.775769 -0.04 0.04 0.10
H -0.707976 -3.215988 -1.303709 -0.11 0.09 -0.05
C 0.743630 -1.196211 -2.991047 -0.09 0.33 -0.27
H 1.488862 -2.758584 -10.434496 -0.14 0.00 0.22
H 2.147399 0.798998 2.323515 -0.18 -0.31 -0.27
H 1.122415 -1.523426 -9.216923 -0.11 -0.12 -0.05
C 0.316541 -4.767983 -7.312618 -0.18 -0.06 0.23
H -2.092497 -2.245318 -1.903978 0.21 -0.05 -0.11
H 3.134348 -0.045172 -0.073036 -0.29 -0.11 0.14
O 0.763418 -3.382814 -7.155349 -0.08 -0.84 -0.41
C 0.957047 -2.571947 -9.491460 -0.03 0.21 0.07
C -1.040853 -2.505087 -2.070775 0.26 -0.17 0.28
C 0.928538 -2.174366 1.311342 0.27 0.75 0.07
H 0.423543 -0.376699 -3.643429 0.02 -0.08 0.09
H 0.492868 -1.090142 3.258250 0.06 -0.01 -0.58
H 1.410364 -3.221412 -3.235902 -0.01 0.07 -0.15
C -1.473719 2.253552 -0.514939 1.00 0.10 -0.15
H -0.544181 3.182519 1.311441 0.07 -0.43 -0.30
C -0.879956 1.730024 -1.706595 0.45 0.58 0.42
H -0.112885 -2.741710 -9.658233 0.18 0.08 0.07
H 1.822257 2.656240 0.082234 -0.27 -0.11 -0.05
H 1.273126 1.588891 -2.342197 -0.15 -0.07 0.24
H 0.355404 -3.101651 1.382817 0.20 0.38 0.07
C 2.987444 -3.298455 -8.222125 0.04 0.14 0.09
H -0.775006 -4.826128 -7.414541 0.22 0.02 0.20
F -2.026085 2.447188 3.571324 0.77 -0.77 -0.11
C 1.077860 -4.979450 -8.627320 0.00 0.81 0.55
H -0.819524 -4.110659 -3.540901 -0.01 0.13 0.07
B -0.951987 1.636242 3.651174 -0.08 0.48 0.63
F -0.903303 0.674996 4.596418 -0.07 0.56 -0.99
H 1.721369 -0.943265 -2.562470 -0.26 -0.13 -0.02
C 0.834160 2.404423 -0.294793 -0.92 0.10 -0.31
F -1.335169 0.511370 2.018640 0.21 -0.18 -0.37
Ce -0.207615 0.049288 0.208615 -0.25 -0.65 0.87
C 0.543756 1.827151 -1.573316 -0.59 0.41 0.34
C 1.496109 -3.492026 -8.412480 0.45 -0.28 -0.93
C -0.721825 -3.027071 -3.464930 -0.28 0.48 -0.28
H 0.669353 -5.397956 -6.486200 -0.21 0.17 -0.05
```
Positions in Å, forces in eV/Å.